No. 1
A cluster of 2 separate species, C4H12NO2 in total. Source: OMol25; level of theory: the ωB97M-V functional and the def2-TZVPD basis.

Results
Max |F|: 0.05584 hartree/bohr
Frontier orbital gap: 10.97 eV
Net charge: +1
DFT total energy: -9920.736 eV

Each line ends with the natural charge from an NBO analysis.
Positions of all 19 atoms, in Å:
C 1.11399 1.84933 0.38769  -0.668
C -0.17234 1.08401 0.30755  -0.019
C -0.61324 0.36640 -0.98085  -0.552
C -1.76561 -0.62972 -0.84865  0.439
O -1.71397 -1.60005 -0.10420  -0.540
N -0.14134 -0.09604 1.25443  -0.701
H 1.15052 2.76779 0.96307  0.262
H 1.97835 1.20338 0.53297  0.236
H 1.33575 2.28059 -0.59146  0.258
H -0.98539 1.70821 0.68036  0.228
H -0.84298 1.04420 -1.80789  0.257
H 0.24199 -0.17283 -1.39592  0.264
H -2.67912 -0.54625 -1.41093  0.167
H 0.07382 0.12987 2.23318  0.430
H -0.98053 -0.67477 1.36193  0.465
H 0.59719 -0.75333 0.99699  0.461
H 0.79685 -3.13410 -0.04192  0.492
H 1.46732 -2.55726 -1.19710  0.493
O 1.13874 -2.26942 -0.33924  -0.974


No. 2
The ion C4H6N3O with charge +1. Source: OMol25; level of theory: the ωB97M-V functional and the def2-TZVPD basis.

Results
Max |F|: 0.10629 hartree/bohr
Frontier orbital gap (spin up / spin down): 7.96 / 7.97 eV
Net charge: +1
DFT total energy: -10748.801 eV

Each line ends with the natural charge from an NBO analysis.
Positions of all 14 atoms, in Å:
C -1.94539 0.96254 -0.78994  -0.402
C -1.48052 0.21453 0.09419  0.372
N -1.01811 -0.40834 1.08119  -0.263
N 0.18838 -0.96740 1.07861  -0.419
C 1.15351 -0.45664 0.25388  0.099
C 1.22978 -0.78587 -1.06313  -0.208
N 1.76622 0.65878 0.78711  0.074
O 2.81134 1.15071 0.36952  -0.216
H -1.90410 2.12829 -0.68620  0.315
H -2.34661 0.71312 -1.82399  0.308
H -1.38686 -0.30560 2.01525  0.463
H 0.45983 -1.33200 1.97707  0.419
H 1.96247 -0.25343 -1.57981  0.225
H 0.51006 -1.31870 -1.71376  0.233


No. 3
A structure of composition C43H41CsN7OP2SSe2. Source: OMol25; level of theory: the ωB97M-V functional and the def2-TZVPD basis.

Results
Max |F|: 0.00295 hartree/bohr
Frontier orbital gap: 6.85 eV
Net charge: -1
DFT total energy: -218392.190 eV

Each line ends with the Löwdin charge.
Positions of all 98 atoms, in Å:
Cs -1.54249 -0.81391 1.22441  0.764
N -0.28995 -4.63478 3.79065  0.029
C -1.35366 -3.81656 3.47900  -0.980
S -1.50605 -2.34547 4.34194  0.414
N -2.14705 -4.32225 2.55504  -0.032
N -3.02361 -3.44374 2.01389  -0.030
C -4.09798 -3.94479 1.52577  -0.228
C -4.45694 -5.38657 1.67426  -0.212
C -5.22411 -5.80604 2.75497  -0.034
C -5.56454 -7.14393 2.90292  -0.091
C -5.13920 -8.07644 1.96842  -0.106
C -4.36816 -7.66497 0.88913  -0.089
C -4.02923 -6.32865 0.74411  -0.030
C -5.00525 -3.05579 0.76474  -0.206
C -6.22539 -3.54360 0.28703  -0.011
C -7.04635 -2.71474 -0.45475  -0.072
C -6.63550 -1.41796 -0.71278  -0.070
C -5.41163 -1.01684 -0.19874  -0.148
N -4.61355 -1.79514 0.52134  0.075
H 0.11058 -4.49051 4.70099  0.054
H -0.37860 -5.58581 3.46855  0.077
H -5.54437 -5.07776 3.49012  0.120
H -6.15795 -7.45787 3.75272  0.096
H -5.40178 -9.12064 2.08272  0.093
H -4.02499 -8.38955 0.16120  0.097
H -3.41536 -6.00722 -0.08793  0.121
H -6.51414 -4.56417 0.49754  0.110
H -7.99358 -3.08128 -0.83082  0.103
H -7.23496 -0.73408 -1.29714  0.098
H -5.05363 -0.00859 -0.37928  0.093
Se 2.92311 1.56615 -5.43668  0.286
P 3.35685 0.91371 -3.46759  0.557
C 4.52273 -0.49188 -3.47385  -0.343
C 4.51425 -1.50459 -2.52003  -0.091
C 5.49450 -2.48764 -2.54026  -0.081
C 6.48904 -2.46531 -3.50556  -0.095
C 6.49998 -1.45741 -4.46037  -0.087
C 5.51985 -0.47839 -4.44725  -0.110
C 4.28168 2.15801 -2.50650  -0.325
C 5.08954 1.76702 -1.43875  -0.079
C 5.90846 2.68837 -0.81070  -0.089
C 5.90894 4.01435 -1.22680  -0.092
C 5.08021 4.41624 -2.26206  -0.075
C 4.27788 3.48695 -2.91011  -0.109
C 1.97496 0.39181 -2.45518  -0.452
C 1.11697 0.98471 -1.51520  -0.463
N 0.24787 0.02702 -1.14272  -0.148
N 0.53152 -1.07445 -1.81681  -0.079
N 1.55491 -0.87775 -2.62063  -0.020
P 0.96188 2.53582 -0.62747  0.556
Se -0.77786 2.73658 0.56410  0.281
C 1.03480 3.89611 -1.82396  -0.344
C 1.03562 5.21974 -1.37944  -0.115
C 1.05806 6.25989 -2.29086  -0.084
C 1.04618 5.99350 -3.65685  -0.086
C 0.98923 4.68462 -4.10212  -0.090
C 0.97440 3.63912 -3.18719  -0.116
C 2.44229 2.56774 0.43346  -0.336
C 2.80480 1.36484 1.03896  -0.087
C 3.77603 1.33855 2.02679  -0.073
C 4.39904 2.51504 2.41772  -0.093
C 4.06232 3.70974 1.80015  -0.091
C 3.08991 3.73814 0.81123  -0.083
H 3.72830 -1.54300 -1.78059  0.095
H 5.46899 -3.27814 -1.80138  0.101
H 7.24846 -3.23689 -3.52054  0.097
H 7.26819 -1.43663 -5.22279  0.098
H 5.51062 0.29642 -5.20303  0.064
H 5.09282 0.73338 -1.10497  0.108
H 6.54303 2.37493 0.00755  0.105
H 6.54632 4.73604 -0.73121  0.101
H 5.06581 5.45095 -2.58052  0.102
H 3.66852 3.77868 -3.75726  0.057
H 0.97657 5.43597 -0.32008  0.093
H 1.06729 7.28262 -1.93648  0.099
H 1.06131 6.81061 -4.36694  0.098
H 0.96818 4.45519 -5.15906  0.099
H 0.92017 2.62561 -3.55666  0.058
H 2.30533 0.44846 0.74925  0.107
H 4.03546 0.39940 2.49814  0.106
H 5.14997 2.49818 3.19753  0.100
H 4.55835 4.62840 2.08667  0.104
H 2.84367 4.67982 0.34098  0.090
C -4.52652 2.36845 0.97500  -0.092
C -4.54568 1.55475 2.24906  -0.297
O -3.26699 1.63170 2.84372  -0.244
C -3.20369 0.94753 4.08786  -0.312
C -1.84827 1.20340 4.70125  -0.091
H -5.49880 2.33161 0.48042  0.074
H -3.76602 1.99800 0.28612  0.037
H -4.28652 3.40891 1.19426  0.078
H -4.80310 0.50464 2.05070  0.100
H -5.30151 1.94648 2.94618  0.120
H -3.36291 -0.12819 3.93897  0.073
H -4.00583 1.31445 4.74459  0.118
H -1.05213 0.84495 4.04883  0.050
H -1.75999 0.67555 5.65101  0.073
H -1.69995 2.27106 4.86594  0.078


No. 4
A structure of composition C41H41N12O2Rb. Source: OMol25; level of theory: the ωB97M-V functional and the def2-TZVPD basis.

Results
Max |F|: 0.00754 hartree/bohr
Frontier orbital gap: 4.68 eV
Net charge: -2
DFT total energy: -65817.144 eV

Each line ends with the Löwdin charge.
Positions of all 97 atoms, in Å:
Rb -0.37518 0.20572 0.10433  0.729
O 1.80383 1.64855 4.02452  -0.058
C 0.87270 1.65805 3.18749  -0.550
N -0.07131 0.78115 2.92361  0.032
C -0.39553 -0.22159 3.84403  -0.223
C -0.27944 -0.01378 5.22410  -0.051
C -0.76273 -0.92073 6.15549  -0.147
C -1.37539 -2.08695 5.71615  -0.147
C -1.48141 -2.32598 4.35474  -0.051
C -0.98932 -1.43259 3.39559  -0.227
N -0.93712 -1.78113 2.04447  0.026
C -1.83996 -2.56150 1.48718  -0.570
O -3.00431 -2.87093 1.83498  -0.053
C -1.32118 -3.23687 0.22296  -0.212
C -1.33812 -4.63161 0.17064  -0.018
C -0.79847 -5.27135 -0.92741  -0.088
C -0.28332 -4.50749 -1.96718  -0.077
C -0.34137 -3.13017 -1.84776  -0.138
N -0.83860 -2.50224 -0.78111  0.044
C 0.75427 2.95019 2.37184  -0.183
C 1.36061 4.09319 2.90305  -0.017
C 1.18146 5.31189 2.28122  -0.090
C 0.41817 5.36688 1.12152  -0.091
C -0.10619 4.17875 0.64240  -0.160
N 0.04954 2.99855 1.23745  0.069
H 0.21557 0.88925 5.55493  0.092
H -0.65578 -0.71578 7.21587  0.074
H -1.76337 -2.81064 6.42576  0.074
H -1.96157 -3.22780 3.99736  0.094
H -1.76274 -5.17930 1.00110  0.110
H -0.77020 -6.35474 -0.97337  0.092
H 0.17101 -4.95664 -2.84048  0.094
H 0.05196 -2.49654 -2.63432  0.099
H 1.95067 3.97066 3.79992  0.105
H 1.62862 6.21164 2.68973  0.093
H 0.24457 6.29693 0.59500  0.088
H -0.68651 4.17106 -0.27537  0.087
N 2.88075 2.77327 -2.50417  0.033
C 2.23773 1.68638 -2.04647  -0.148
N 0.93833 1.90241 -2.13102  0.101
C 0.85240 3.13736 -2.67738  -0.353
N 2.01150 3.72067 -2.91595  0.106
C -0.43256 3.78159 -2.98677  -0.210
C -0.50108 5.11152 -3.41101  -0.081
N -1.65642 5.70181 -3.68017  0.068
C -2.75396 4.95862 -3.52680  -0.139
C -2.68911 3.63613 -3.12067  -0.107
N -1.53094 3.04392 -2.85528  0.134
H 3.87105 2.92783 -2.57271  0.148
H 2.69922 0.74838 -1.67583  0.079
H 0.40563 5.69183 -3.52257  0.107
H -3.70557 5.43349 -3.73651  0.095
H -3.58353 3.03538 -2.99984  0.110
N -1.81431 0.04915 -3.46310  0.143
C -2.90067 -0.59414 -2.92238  -0.407
C -3.76866 -1.36170 -3.71413  -0.044
C -4.79658 -2.03471 -3.08996  -0.102
C -4.95093 -1.93547 -1.71122  -0.085
C -4.05282 -1.13986 -1.02045  -0.134
N -3.06303 -0.47004 -1.60787  0.089
H -1.79994 0.20089 -4.45602  0.088
H -1.39297 0.78032 -2.90531  0.035
H -3.60753 -1.43856 -4.78228  0.097
H -5.47095 -2.64944 -3.67517  0.094
H -5.71490 -2.48445 -1.18070  0.093
H -4.09117 -1.07834 0.06176  0.108
C 4.44748 -4.94442 -4.02436  -0.077
C 3.73047 -3.62026 -3.90345  -0.316
C 3.10854 -3.06483 -5.01819  -0.082
C 2.43677 -1.84265 -4.86658  -0.319
C 1.66759 -1.26373 -6.02989  -0.074
C 2.41451 -1.20748 -3.64891  -0.027
C 3.05874 -1.72135 -2.46811  -0.311
C 3.71039 -2.98041 -2.67521  -0.022
N 2.98135 -1.00007 -1.35462  0.008
C 3.53442 -1.49500 -0.09975  -0.629
C 2.71480 -2.66285 0.47753  -0.032
C 5.03241 -1.87721 -0.19034  -0.064
C 3.43726 -0.33198 0.89134  -0.062
H 4.26103 -5.40548 -4.99619  0.058
H 4.12143 -5.64070 -3.24836  0.069
H 5.52799 -4.81839 -3.91341  0.068
H 3.12476 -3.57552 -5.97583  0.084
H 2.06322 -1.62405 -6.98191  0.060
H 1.70902 -0.17262 -6.03054  0.065
H 0.61411 -1.55410 -5.97823  0.068
H 1.83273 -0.29790 -3.54164  0.084
H 4.19875 -3.47950 -1.84913  0.070
H 2.70512 -3.51385 -0.20298  0.066
H 1.68125 -2.34963 0.64233  0.062
H 3.12089 -2.99123 1.43890  0.082
H 5.19716 -2.90506 -0.51630  0.049
H 5.50342 -1.76900 0.79009  0.067
H 5.54288 -1.21340 -0.89252  0.080
H 2.40266 -0.01956 1.01983  0.043
H 4.01864 0.52304 0.53143  0.079
H 3.80717 -0.61286 1.87868  0.084


No. 5
A cluster of 2 separate species, C4H3NO in total. Source: OMol25; level of theory: the ωB97M-V functional and the def2-TZVPD basis.

Results
Multiplicity: 3
Max |F|: 0.12042 hartree/bohr
Frontier orbital gap (spin up / spin down): 6.51 / 7.22 eV
Net charge: 0
DFT total energy: -7724.778 eV

Each line ends with the natural charge from an NBO analysis.
Positions of all 9 atoms, in Å:
C -1.09221 0.39040 0.17772  -0.250
C -0.15998 -0.61058 -0.38344  -0.401
C 0.38280 -2.45637 1.15101  0.336
C 0.18990 0.53267 0.34228  0.366
N 0.64575 -3.37243 1.83294  -0.452
O 1.17873 1.22445 0.77003  -0.600
H -2.18872 0.57357 0.57517  0.246
H 0.24294 -1.24128 -1.18923  0.247
H 2.00397 0.63706 0.69075  0.508


No. 6
The molecule C2H3ClNOP. Source: OMol25; level of theory: the ωB97M-V functional and the def2-TZVPD basis.

Results
Max |F|: 0.13146 hartree/bohr
Frontier orbital gap (spin up / spin down): 8.96 / 8.96 eV
Net charge: 0
DFT total energy: -27467.561 eV

Each line ends with the natural charge from an NBO analysis.
Positions of all 9 atoms, in Å:
C 0.92237 0.35936 0.87398  -0.963
P -0.05268 -0.16447 -0.61920  1.368
O 0.59631 -1.96102 -1.55081  -0.755
Cl -0.10567 1.34686 -1.87242  -0.163
C -1.72340 -0.34386 -0.23143  -0.165
N -2.82202 -0.67770 -0.13621  -0.160
H 0.49426 1.31784 1.28178  0.262
H 0.64215 -0.28171 1.75273  0.281
H 2.04868 0.40470 0.50158  0.295